# 1
20
Properties=species:S:1:pos:R:3:forces:R:3 method="wB97M-V/def2-TZVPD" e_homo_ha=-0.332 smiles="C=C/C=C/CC=C.O" spin_multiplicity=1 total_charge=0
C 0.9540 -2.5091 -0.1478 1.198 -2.952 1.193
C -0.2810 -2.4089 0.3137 -1.415 2.100 -0.605
C -0.7732 -0.9963 0.0864 -1.410 0.346 0.145
C -1.2322 -0.5073 -1.0841 -0.043 0.888 0.495
C -1.0892 0.9663 -1.5092 -2.025 0.734 -0.685
C -0.5780 1.9175 -0.4249 2.563 -3.166 -2.309
C 0.7160 1.7616 -0.1144 -0.690 3.589 2.493
H 1.6985 -1.7228 -0.2421 -0.703 0.236 -0.684
H 1.3869 -3.5304 -0.1379 0.036 0.651 -0.002
H -0.9544 -3.1754 0.7466 0.822 0.241 -0.617
H -0.8245 -0.2716 0.9140 0.974 -0.314 -0.234
H -1.7761 -1.0641 -1.8373 0.861 -0.724 -0.269
H -2.0545 1.3985 -1.9924 1.172 -0.857 1.046
H -0.4407 0.9513 -2.4143 0.071 -0.007 0.768
H -1.2603 2.5585 0.0023 -1.056 1.463 1.145
H 1.1616 2.4929 0.6696 -0.668 -1.279 -1.396
H 1.4245 1.1154 -0.5521 0.330 -0.803 -0.664
O 1.3070 0.9467 2.9787 0.561 4.595 0.455
H 1.3879 1.7917 2.3913 -0.263 -2.389 1.791
H 1.2277 0.2855 2.3541 -0.318 -2.351 -2.068


# 2
17
Properties=species:S:1:pos:R:3:forces:R:3 method="wB97M-V/def2-TZVPD" e_homo_ha=-0.616 spin_multiplicity=1 total_charge=+2
Sn 1.8785 0.6451 1.6091 -1.235 -0.144 -0.802
C 1.7518 -2.5644 -0.9818 -0.925 -0.054 0.783
O 1.9653 -1.5502 -0.3339 1.292 4.723 1.784
N 1.9895 -2.8583 -2.1934 2.116 1.368 -5.131
N 1.1024 -3.5054 -0.4366 -2.662 -3.753 3.888
H 1.5750 -3.6875 -2.5942 0.273 0.407 -0.264
H 2.2733 -2.0968 -2.7932 0.232 -0.474 -0.363
H 0.8710 -3.3389 0.5323 -0.108 -0.877 -0.148
H 1.0743 -4.4192 -0.8658 -0.342 0.006 0.666
C -1.3875 2.7768 1.3348 1.712 0.004 1.558
O -0.4310 2.4662 2.0648 2.537 -1.812 0.855
N -2.1807 3.7414 1.5472 -2.613 4.208 2.436
N -1.7166 2.2329 0.2411 -0.124 -4.049 -5.658
H -2.9982 3.7712 0.9549 -0.103 0.546 0.722
H -2.1504 4.2830 2.3991 -0.021 0.122 -0.208
H -1.3619 1.3361 -0.0589 -0.077 0.327 -0.037
H -2.2546 2.7679 -0.4256 0.047 -0.549 -0.082


# 3
13
Properties=species:S:1:pos:R:3:forces:R:3 method="wB97M-V/def2-TZVPD" e_homo_ha=-0.325 spin_multiplicity=1 total_charge=0
C -0.8131 1.8662 -0.4114 -1.096 1.682 -3.199
C -0.5344 -1.8655 0.6324 1.994 -0.518 -1.345
N 2.2181 -0.1682 -0.0460 1.120 2.037 0.061
N 2.7381 0.7669 0.3196 -0.171 -0.547 0.305
N 1.6343 -1.0851 -0.5599 -0.366 -1.143 -0.373
N -0.5549 0.5955 0.0407 0.999 -1.921 2.647
S -0.1412 -0.6733 -0.6880 -0.913 -0.319 -0.456
H -1.1528 1.7522 -1.4847 0.264 0.920 0.592
H -1.6420 2.3218 0.1202 -0.275 -0.207 0.277
H -0.0290 2.6299 -0.3602 0.342 -0.517 -0.008
H -1.4656 -2.3404 0.4797 -1.286 -0.018 -0.150
H -0.5051 -1.1238 1.4155 0.099 -0.560 0.930
H 0.2473 -2.6762 0.5420 -0.712 1.111 0.719


How do the records compare in LUMO level? In the order shown, they have 1.0, -11.1, 0.5 eV.
How do the records compare in ΔE to the lowest compared entry with this formula, charge and spin? In the order shown, they have 3.572, 3.746, 4.466 eV.
How do the records compare in DFT total energy? In the order shown, they have -349.01739, -664.15265, -696.86196 Eh.